Record 1
Formula: C3H9NP2
Source: the OMol25 dataset
Level of theory: ωB97M-V with the def2-TZVPD basis set

Output
Frontier orbital gap (alpha / beta): 6.426 / 6.467 eV
Energy relative to the best compared isomer or geometry (same formula, charge and spin): 3.8143 eV
HOMO energy (alpha / beta): -6.915 / -6.929 eV
F_max: 4.204 eV/Å

The geometry in ORCA input format:
```
! wB97M-V def2-TZVPD RIJCOSX def2/J DEFGRID3
* xyz 0 1
C -1.9014 0.2956 -0.6854
C -1.9613 -0.5841 0.2959
C 1.0241 0.8281 -1.3279
N 1.7787 0.5768 1.4230
P 0.3362 -1.8495 0.0383
P 1.6171 -0.1630 -0.1111
H -2.1863 0.1541 -1.7133
H -1.6504 1.2529 -0.5970
H -1.8518 -0.3348 1.2742
H -2.4251 -1.5935 0.1457
H 0.9775 0.2080 -2.1692
H 1.2856 1.7814 -1.4903
H 2.2468 0.0426 2.1674
H 2.0817 1.5784 1.3697
H 0.6287 -2.1928 1.3802
*
```

***

Record 2
Formula: C18H18N2O3S2
Source: the OMol25 dataset
Level of theory: ωB97M-V with the def2-TZVPD basis set

Output
Frontier orbital gap: 8.851 eV
Energy relative to the best compared isomer or geometry (same formula, charge and spin): 0.0000 eV
SMILES: C=CCN(c1ccccc1)S(=O)(=O)c1ccc2c(c1)NC(=O)[C@H](C)S2
HOMO energy: -8.591 eV
F_max: 1.205 eV/Å

The geometry in ORCA input format:
```
! wB97M-V def2-TZVPD RIJCOSX def2/J DEFGRID3
* xyz 0 1
C 1.8132 -2.9971 -1.9731
C 1.8761 -1.7161 -1.6640
C 3.1049 -1.0524 -1.1153
N 2.8618 -0.2756 0.0869
C 2.4971 1.0747 0.0052
C 1.9345 1.6262 -1.1458
C 1.5972 2.9680 -1.1875
C 1.8050 3.7817 -0.0887
C 2.3758 3.2424 1.0531
C 2.7306 1.9077 1.1007
S 2.3382 -1.2118 1.3825
O 2.9382 -2.5013 1.2375
O 2.5468 -0.4988 2.6047
C 0.5697 -1.3422 1.1163
C -0.0017 -2.5612 0.8024
C -1.3614 -2.6237 0.5633
C -2.1413 -1.4747 0.6373
C -1.5608 -0.2475 0.9859
C -0.1908 -0.1958 1.2232
N -2.3291 0.8967 1.1634
C -3.5894 1.1417 0.7025
O -4.1998 2.1285 1.0363
C -4.1171 0.1292 -0.2998
C -5.5868 0.3537 -0.6046
S -3.8713 -1.5721 0.3441
H 0.9163 -3.4441 -2.3671
H 2.6600 -3.6486 -1.8412
H 1.0087 -1.0804 -1.7899
H 3.8362 -1.8169 -0.8454
H 3.5526 -0.3863 -1.8597
H 1.7599 1.0187 -2.0194
H 1.1630 3.3752 -2.0889
H 1.5334 4.8256 -0.1241
H 2.5592 3.8691 1.9131
H 3.1757 1.4910 1.9878
H 0.6275 -3.4336 0.7477
H -1.8390 -3.5600 0.3217
H 0.2782 0.7324 1.5103
H -1.9195 1.6331 1.7253
H -3.5130 0.2008 -1.2119
H -6.1771 0.2364 0.3008
H -5.9329 -0.3582 -1.3492
H -5.7290 1.3655 -0.9762
*
```

***

Record 3
Formula: C54H55AsBrIN9O6PSn
Source: the OMol25 dataset
Level of theory: ωB97M-V with the def2-TZVPD basis set

Output
Frontier orbital gap: 7.061 eV
Energy relative to the best compared isomer or geometry (same formula, charge and spin): 1.2371 eV
HOMO energy: -11.749 eV
F_max: 0.651 eV/Å

The geometry in ORCA input format:
```
! wB97M-V def2-TZVPD RIJCOSX def2/J DEFGRID3
* xyz 2 1
Sn -0.2218 -0.1299 -0.1203
O 3.4397 -1.4906 -2.3147
C 2.4858 -0.7358 -1.6567
O 1.3310 -1.3171 -1.4473
C 3.1608 -0.1850 -0.3881
C 4.5373 -0.0238 -0.2719
C 5.0555 0.3040 0.9656
C 4.1991 0.4362 2.0518
C 2.8453 0.2751 1.8424
N 2.3431 0.0010 0.6359
C 1.8037 0.2637 2.9251
O 2.1526 0.5808 4.1608
O 0.6638 -0.0733 2.6949
H 2.9829 -2.0466 -2.9586
H 5.1701 -0.1668 -1.1356
H 6.1218 0.4272 1.0991
H 4.6132 0.6264 3.0339
H 3.0885 0.8077 4.2373
C -0.8929 4.5062 0.2184
C -2.2147 4.9256 0.8416
As -3.1525 6.4492 -0.0326
C -2.7227 6.0150 -1.8964
C -1.4693 6.1926 -2.4801
C -1.2373 5.7896 -3.7877
C -2.2558 5.2082 -4.5338
C -3.5140 5.0464 -3.9724
C -3.7430 5.4546 -2.6632
C -1.8270 7.8354 0.3115
C -1.7345 8.9081 -0.5740
C -0.8558 9.9518 -0.3277
C -0.0653 9.9425 0.8138
C -0.1685 8.8912 1.7120
C -1.0483 7.8449 1.4647
P -0.1196 3.0170 1.0278
C 1.6218 3.3156 0.5396
C 1.8907 3.2576 -0.8316
C 3.1763 3.4519 -1.3108
C 4.2173 3.6986 -0.4245
C 3.9652 3.7371 0.9385
C 2.6767 3.5383 1.4214
C -0.2317 3.5277 2.7805
C 0.2374 4.7696 3.2162
C 0.0412 5.1730 4.5273
C -0.6350 4.3474 5.4183
C -1.1132 3.1177 4.9942
C -0.9152 2.7126 3.6800
H -0.1829 5.3340 0.2892
H -0.9984 4.2588 -0.8394
H -2.0573 5.2233 1.8790
H -2.9245 4.1077 0.8815
H -0.6691 6.6535 -1.9139
H -0.2605 5.9389 -4.2303
H -2.0740 4.9094 -5.5584
H -4.3260 4.6393 -4.5638
H -4.7432 5.3759 -2.2450
H -2.3520 8.9304 -1.4650
H -0.7917 10.7776 -1.0242
H 0.6209 10.7566 1.0063
H 0.4300 8.8877 2.6146
H -1.1265 7.0446 2.1904
H 1.0803 3.0622 -1.5284
H 3.3687 3.4099 -2.3754
H 5.2204 3.8614 -0.7967
H 4.7741 3.9295 1.6322
H 2.4980 3.5698 2.4887
H 0.7512 5.4314 2.5284
H 0.4122 6.1356 4.8558
H -0.7923 4.6679 6.4400
H -1.6358 2.4719 5.6884
H -1.2786 1.7478 3.3481
N -1.9139 1.5413 -4.5302
C -0.8969 1.3964 -3.6586
O -0.9801 1.7736 -2.4795
C 0.3064 0.7433 -4.1773
C 1.3691 0.6373 -3.3523
N 2.2799 0.5412 -2.6090
C 0.3089 0.1150 -5.4539
N 0.2518 -0.4464 -6.4575
H -2.7278 2.0617 -4.2469
H -1.7823 1.3626 -5.5129
C -3.6680 -3.3266 -2.7382
C -3.0761 -2.1180 -1.9762
N -1.6365 -2.2972 -1.7956
C -1.3907 -3.4082 -0.8667
C -2.1804 -4.6576 -1.3089
N -2.6304 -4.4126 -2.7210
C -1.4523 -4.0086 -3.5634
C -1.0130 -2.6074 -3.0853
H -3.8800 -3.1011 -3.7820
H -4.5722 -3.7155 -2.2742
H -3.5291 -2.0079 -0.9924
H -3.2615 -1.1997 -2.5321
H -1.6845 -3.1115 0.1376
H -0.3201 -3.6049 -0.8635
H -3.0731 -4.8286 -0.7095
H -1.5730 -5.5608 -1.2960
H -3.0370 -5.2655 -3.0995
H -1.7609 -4.0206 -4.6069
H -0.6805 -4.7625 -3.4187
H -1.3068 -1.8470 -3.8102
H 0.0662 -2.5567 -2.9610
C -3.9492 -0.6749 3.3655
N -3.9679 0.0497 2.0917
C -4.8557 1.0533 1.8715
C -4.8445 1.7807 0.7341
C -3.8073 1.4895 -0.1987
N -2.9686 0.4805 -0.0060
C -3.0490 -0.2814 1.1070
O -2.2998 -1.2620 1.2555
N -3.6353 2.2033 -1.3212
H -4.6608 -1.4994 3.3537
H -4.2020 0.0131 4.1685
H -2.9520 -1.0743 3.5196
H -5.5694 1.2355 2.6639
H -5.5494 2.5818 0.5681
H -4.1089 3.0854 -1.4280
H -2.7268 2.0921 -1.7642
Br 0.7825 -3.3163 4.4925
C 0.8234 -4.9908 3.6191
C 0.3875 -6.0999 4.3312
C 0.3801 -7.3498 3.7342
C 0.8088 -7.4952 2.4237
C 1.2465 -6.3888 1.7130
C 1.2568 -5.1315 2.3061
I 1.9279 -3.5214 1.1424
H 0.0604 -5.9777 5.3543
H 0.0443 -8.2090 4.2989
H 0.8161 -8.4704 1.9553
H 1.6069 -6.5022 0.6988
*
```

***

Record 4
Formula: C52H106BF4N14O2
Source: the OMol25 dataset
Level of theory: ωB97M-V with the def2-TZVPD basis set

Output
Frontier orbital gap: 9.391 eV
HOMO energy: -22.274 eV
F_max: 5.031 eV/Å

The geometry in ORCA input format:
```
! wB97M-V def2-TZVPD RIJCOSX def2/J DEFGRID3
* xyz 7 1
C 16.0808 13.7997 20.5119
C 15.5523 15.0195 21.3202
N 15.7440 16.4354 20.6608
C 17.2191 16.6727 20.4657
C 15.0379 16.5414 19.2534
C 13.5239 16.0017 19.2022
C 15.1602 17.6370 21.4531
C 15.5023 17.6528 22.9452
O 16.8558 17.9011 23.0173
C 17.4456 17.6247 24.2738
H 15.4283 13.5809 19.6666
H 16.2287 13.0559 21.2948
H 17.0279 13.8663 19.9766
H 16.0599 15.0525 22.2842
H 14.4641 15.0015 21.3800
H 17.7448 16.1905 21.2899
H 17.4013 17.7420 20.3582
H 17.4859 16.1744 19.5337
H 15.5119 15.8753 18.5325
H 15.0737 17.5263 18.7877
H 12.8763 16.2780 20.0343
H 13.5043 14.9124 19.1699
H 12.9498 16.2942 18.3231
H 14.0918 17.4478 21.3484
H 15.4378 18.5592 20.9426
H 15.2593 16.6703 23.3498
H 14.8137 18.3536 23.4173
H 17.5172 16.5463 24.4150
H 16.8972 18.0200 25.1289
H 18.4437 18.0315 24.4361
C 22.0618 16.5519 19.7489
C 22.9463 15.3624 19.4130
N 22.7001 14.6359 18.0203
C 23.4439 13.2438 17.9704
C 21.2318 14.2528 17.6668
C 20.4888 13.4868 18.8151
C 23.2685 15.5946 16.9502
C 23.1238 15.0926 15.5086
O 21.7634 14.8967 15.1551
C 21.6342 14.4422 13.8360
H 22.0841 16.8322 20.8020
H 21.0493 16.4729 19.3530
H 22.5002 17.3975 19.2190
H 22.9361 14.5975 20.1895
H 23.9817 15.7018 19.3824
H 23.3791 12.8463 16.9576
H 22.9324 12.5284 18.6144
H 24.4333 13.4320 18.3873
H 21.1737 13.6723 16.7462
H 20.7340 15.1780 17.3767
H 19.5547 12.9813 18.5701
H 20.2777 14.0963 19.6937
H 21.0274 12.6346 19.2294
H 24.2687 15.9367 17.2163
H 22.7706 16.5636 16.9859
H 23.6668 14.1880 15.2349
H 23.5353 15.8290 14.8182
H 22.2256 13.5512 13.6250
H 22.1596 15.0922 13.1363
H 20.5777 14.3354 13.5899
C 13.4300 16.9933 9.5327
C 14.1819 18.2559 9.1946
N 15.0886 18.7698 10.2227
C 15.6490 20.0550 10.2506
C 16.5720 20.1208 11.2886
N 16.5551 18.9345 11.9465
C 15.6085 18.1100 11.3033
C 17.2416 18.6036 13.1874
H 12.7736 17.1792 10.3828
H 14.0174 16.1465 9.8878
H 12.8211 16.6074 8.7151
H 13.4960 19.0277 8.8452
H 14.8452 17.9761 8.3763
H 15.2290 20.8389 9.6378
H 17.1539 20.9689 11.6178
H 15.5100 17.0468 11.4655
H 16.8536 17.6237 13.4652
H 16.9265 19.1593 14.0705
H 18.3141 18.4261 13.1074
C 18.3015 24.9444 20.0099
C 18.7756 24.2178 21.3112
N 18.7492 22.7600 21.1741
C 17.5764 22.0648 20.9731
C 17.9585 20.7322 20.7259
N 19.2987 20.6576 20.8636
C 19.8150 21.8846 21.1783
C 20.0677 19.3873 20.6317
H 17.3024 24.6192 19.7198
H 18.9546 24.7426 19.1609
H 18.2927 26.0256 20.1483
H 18.0425 24.3594 22.1053
H 19.7995 24.5129 21.5407
H 16.7050 22.7024 20.9494
H 17.3721 19.9018 20.3614
H 20.8542 22.1634 21.2715
H 19.6171 18.7991 19.8323
H 20.1483 18.7453 21.5089
H 21.1011 19.6906 20.4637
C 18.4282 13.8268 15.8698
C 17.0486 13.3048 16.1148
N 16.8641 12.0397 15.4166
C 17.5613 10.8338 15.7864
C 17.1444 9.8960 14.8967
N 16.2847 10.4629 13.9138
C 16.0946 11.8019 14.3084
C 15.4521 9.7519 12.9606
H 18.4886 14.8079 16.3408
H 18.5678 13.8722 14.7898
H 19.2213 13.1984 16.2752
H 16.2356 13.9567 15.7953
H 16.8558 13.0399 17.1544
H 18.3517 10.8654 16.5218
H 17.2724 8.8255 14.9607
H 15.5532 12.5426 13.7386
H 14.4118 10.0667 13.0435
H 15.4373 8.6752 13.1295
H 15.8939 9.8664 11.9708
C 21.3008 24.0974 15.1241
C 21.5946 23.0741 14.0890
N 21.7311 21.7408 14.7387
C 22.4636 21.3138 15.8727
C 22.0149 20.0554 16.2255
N 21.3676 19.5210 15.1422
C 21.0534 20.6007 14.2872
C 21.0112 18.1602 14.9260
H 22.1377 24.0906 15.8225
H 20.4407 23.8439 15.7438
H 21.2169 25.0781 14.6558
H 22.5557 23.3739 13.6713
H 20.8931 22.9592 13.2628
H 23.1071 22.0732 16.2918
H 22.3342 19.4289 17.0452
H 20.6098 20.5211 13.3058
H 20.3388 18.1284 14.0686
H 20.5255 17.8041 15.8345
H 21.8590 17.5118 14.7049
C 14.0895 16.8719 14.0342
C 13.2105 15.8073 14.8067
N 12.0388 15.4395 14.0801
C 11.3717 16.2774 13.1555
C 10.1657 15.6497 12.7244
N 10.1359 14.4244 13.3436
C 11.2097 14.3472 14.2553
C 8.9997 13.5497 13.3592
H 14.9344 17.1559 14.6617
H 13.4730 17.7488 13.8369
H 14.5946 16.4998 13.1428
H 12.8873 16.0493 15.8192
H 13.8051 14.9162 15.0079
H 11.7999 17.2516 12.9715
H 9.3604 15.9447 12.0680
H 11.3310 13.5665 14.9916
H 9.1728 12.6850 12.7186
H 8.1444 14.1172 12.9924
H 8.6071 13.2059 14.3161
C 18.4823 21.8363 17.0110
C 16.9716 21.6375 17.3867
N 16.1032 22.8438 17.2611
C 16.0580 23.7693 16.2348
C 15.0129 24.6974 16.5105
N 14.3727 24.2055 17.6302
C 14.9728 22.9999 18.0261
C 13.1761 24.7721 18.2609
H 18.6492 22.1585 15.9832
H 19.1075 20.9744 17.2443
H 18.9251 22.5298 17.7259
H 17.0575 21.3604 18.4374
H 16.4990 20.9078 16.7291
H 16.7844 23.8316 15.4381
H 14.6657 25.6014 16.0324
H 14.7234 22.4196 18.9021
H 13.1581 24.4288 19.2953
H 12.2707 24.4916 17.7228
H 13.2840 25.8530 18.3501
B 17.6976 17.9161 17.1891
F 16.7028 17.0168 16.9748
F 17.2487 18.7305 18.2376
F 18.8750 17.2439 17.5492
F 17.9855 18.7259 16.1238
*
```